The following is a quantum chemistry calculation of a structure of composition C29H85BF3NO24V, from the Open Molecules 2025 dataset.

As for the spin multiplicity: 4. The value obtained for the highest occupied orbital energy (spin up / spin down) is -0.3302 / -0.3304 hartree. The calculation puts the LUMO energy (spin up / spin down) at -0.049 / -0.054 hartree. As for the HOMO-LUMO gap (spin up / spin down): 7.66 / 7.52 eV.

CARTESIAN COORDINATES (ANGSTROEM)
V (-2.226, 2.232, -4.161)
C (-0.106, 1.202, -1.754)
O (-0.636, -0.029, -1.237)
O (-0.717, 1.475, -2.922)
C (-0.302, 2.269, -0.663)
F (0.645, 2.121, 0.281)
F (-0.194, 3.506, -1.175)
F (-1.490, 2.213, -0.052)
C (0.325, -0.857, -0.593)
C (-0.268, -2.253, -0.412)
H (-0.929, -2.247, 0.460)
H (-0.767, -2.655, -1.290)
H (0.560, -2.931, -0.190)
H (0.643, -0.439, 0.361)
H (1.183, -0.999, -1.261)
H (0.972, 1.045, -1.912)
B (-0.676, 2.483, -5.892)
H (0.329, 2.003, -5.497)
H (-1.011, 3.434, -5.248)
H (-0.547, 2.790, -7.029)
H (-1.542, 1.648, -5.849)
C (-0.608, 5.947, 1.448)
C (-1.384, 5.019, 2.343)
O (-1.244, 5.387, 3.721)
O (-1.234, 7.223, 1.377)
H (-0.682, 5.453, 0.476)
H (0.447, 6.056, 1.700)
H (-1.109, 3.967, 2.194)
H (-2.444, 5.095, 2.069)
H (-1.678, 4.714, 4.251)
H (-1.082, 7.643, 2.229)
C (-3.088, -4.243, 4.470)
C (-3.459, -3.588, 3.172)
O (-2.268, -3.158, 2.470)
O (-2.284, -3.356, 5.232)
H (-2.572, -5.191, 4.288)
H (-4.012, -4.474, 5.018)
H (-4.045, -2.675, 3.264)
H (-3.997, -4.287, 2.528)
H (-1.860, -3.951, 2.094)
H (-2.030, -3.805, 6.044)
C (-0.519, -5.582, 0.475)
C (-1.546, -5.736, -0.629)
O (-0.920, -5.457, -1.875)
O (-1.186, -5.767, 1.735)
H (-0.067, -4.597, 0.492)
H (0.241, -6.358, 0.364)
H (-2.356, -5.015, -0.452)
H (-1.966, -6.746, -0.644)
H (-1.531, -5.607, -2.601)
H (-1.315, -6.704, 1.901)
C (-4.683, 3.050, 0.998)
C (-4.677, 2.514, 2.417)
O (-4.695, 1.104, 2.380)
O (-5.846, 2.655, 0.287)
H (-3.821, 2.602, 0.485)
H (-4.594, 4.138, 0.981)
H (-5.567, 2.814, 2.975)
H (-3.827, 2.999, 2.920)
H (-3.805, 0.728, 2.364)
H (-5.740, 1.695, 0.279)
C (4.255, -1.530, -1.945)
C (3.859, -1.420, -0.491)
O (3.435, -0.074, -0.290)
O (5.035, -2.698, -2.176)
H (4.790, -0.617, -2.228)
H (3.404, -1.531, -2.636)
H (4.689, -1.615, 0.193)
H (3.049, -2.127, -0.275)
H (2.996, -0.011, 0.572)
H (5.873, -2.453, -2.573)
C (3.557, 1.448, -4.461)
C (2.957, 2.794, -4.109)
O (2.791, 3.604, -5.267)
O (2.711, 0.646, -5.260)
H (3.822, 0.935, -3.530)
H (4.484, 1.656, -5.010)
H (3.552, 3.283, -3.329)
H (1.991, 2.608, -3.610)
H (3.142, 4.466, -5.030)
H (2.281, 0.017, -4.666)
C (-4.727, -1.739, -0.122)
C (-4.090, -0.611, -0.908)
O (-5.056, 0.368, -1.273)
O (-5.793, -2.347, -0.836)
H (-5.165, -1.290, 0.771)
H (-3.951, -2.462, 0.158)
H (-3.651, -0.961, -1.853)
H (-3.266, -0.231, -0.301)
H (-5.848, -0.092, -1.578)
H (-5.418, -2.890, -1.543)
C (-1.163, 0.226, 2.955)
C (-0.518, -0.653, 4.013)
O (0.062, -1.837, 3.497)
O (-2.345, -0.352, 2.449)
H (-0.441, 0.424, 2.148)
H (-1.347, 1.225, 3.355)
H (-1.304, -0.901, 4.735)
H (0.229, -0.075, 4.562)
H (-0.667, -2.467, 3.370)
H (-2.184, -1.263, 2.165)
C (-0.202, -1.935, -4.476)
C (0.464, -3.042, -5.239)
O (0.763, -2.624, -6.569)
O (0.768, -0.994, -4.068)
H (-0.683, -2.325, -3.568)
H (-1.001, -1.497, -5.089)
H (-0.120, -3.966, -5.215)
H (1.419, -3.282, -4.757)
H (1.714, -2.636, -6.687)
H (0.344, -0.240, -3.632)
C (3.967, -1.289, 3.963)
C (3.029, -0.197, 3.455)
O (2.322, -0.537, 2.286)
O (4.478, -0.821, 5.196)
H (4.740, -1.434, 3.198)
H (3.433, -2.240, 4.064)
H (3.655, 0.683, 3.308)
H (2.361, 0.064, 4.282)
H (1.479, -0.925, 2.559)
H (5.287, -1.298, 5.398)
C (-3.245, -3.791, -2.892)
O (-4.620, -3.668, -3.230)
H (-2.739, -2.825, -2.892)
H (-3.166, -4.294, -1.931)
H (-2.706, -4.428, -3.607)
H (-4.681, -3.214, -4.074)
C (2.822, 4.865, 1.128)
C (4.180, 4.234, 0.825)
C (4.622, 3.284, 1.922)
O (4.784, 3.943, 3.162)
C (5.342, 3.112, 4.139)
N (4.089, 3.481, -0.443)
H (2.065, 4.116, 1.365)
H (2.526, 5.644, 0.432)
H (2.970, 5.387, 2.085)
H (4.858, 5.077, 0.675)
H (5.599, 2.875, 1.623)
H (3.893, 2.470, 2.029)
H (5.511, 3.679, 5.053)
H (6.340, 2.743, 3.852)
H (4.734, 2.226, 4.348)
H (3.437, 2.716, -0.254)
H (4.945, 2.939, -0.570)

Mulliken atomic charge list, values in e, 8 entries:
1. V 0.33
2. C -0.49
3. O 0.87
4. O 0.46
5. C -0.16
6. F -0.20
7. F -0.31
8. F -0.05

=====

The following is a quantum chemistry calculation of a cluster of 21 separate species, H42O21 in total, from the Open Molecules 2025 dataset.

As for the spin multiplicity: 1. The value obtained for the highest occupied orbital energy is -0.3797 hartree. The calculation puts the LUMO energy at -0.003 hartree. As for the HOMO-LUMO gap: 10.26 eV. The energy above the lowest of the compared OMol25 structures with the same formula, charge and spin is 710.2 kJ/mol.

CARTESIAN COORDINATES (ANGSTROEM)
O (-3.781, -2.888, 1.960)
H (-3.307, -2.541, 2.726)
H (-4.180, -2.143, 1.526)
O (-0.595, -2.047, -2.245)
H (-0.801, -2.995, -2.241)
H (-1.215, -1.738, -2.930)
O (-0.967, -2.032, 0.516)
H (-0.716, -2.962, 0.514)
H (-0.992, -1.882, -0.453)
O (1.543, -4.488, -0.048)
H (0.680, -4.543, 0.345)
H (1.825, -3.754, -0.589)
O (-1.258, 1.925, 3.356)
H (-1.398, 2.233, 2.450)
H (-0.609, 2.608, 3.581)
O (-3.599, 0.529, -0.546)
H (-3.974, 1.117, 0.114)
H (-2.699, 0.907, -0.652)
O (-2.006, -4.251, -0.159)
H (-2.877, -3.839, -0.084)
H (-2.048, -4.907, 0.546)
O (2.418, 1.752, 2.856)
H (1.819, 1.013, 2.912)
H (3.333, 1.708, 2.999)
O (-1.439, -2.129, 3.712)
H (-1.567, -1.361, 3.153)
H (-0.600, -2.014, 4.148)
O (-0.961, 0.808, -0.496)
H (-0.791, 0.305, 0.320)
H (-1.403, 0.106, -0.999)
O (-3.806, 1.897, -2.630)
H (-3.627, 2.790, -2.337)
H (-4.577, 1.481, -2.252)
O (2.300, 0.858, -4.319)
H (2.151, 1.811, -4.345)
H (2.013, 0.520, -5.167)
O (0.531, -0.897, 2.057)
H (-0.262, -1.305, 1.571)
H (0.314, -0.575, 2.923)
O (0.762, 1.584, -2.438)
H (1.467, 1.087, -2.895)
H (0.169, 1.269, -1.837)
O (-2.189, -0.459, -4.267)
H (-1.643, -0.284, -5.027)
H (-2.782, 0.222, -3.946)
O (4.721, -0.079, 1.480)
H (5.071, 0.613, 2.038)
H (4.629, 0.281, 0.591)
O (1.525, 3.593, 0.514)
H (2.238, 4.150, 0.218)
H (1.833, 3.199, 1.334)
O (2.823, 0.345, -1.062)
H (2.619, 1.082, -0.479)
H (2.071, -0.202, -1.131)
O (2.827, -1.917, 3.147)
H (3.661, -1.945, 2.675)
H (2.136, -1.742, 2.492)
O (-1.757, 3.790, 0.388)
H (-1.524, 4.711, 0.455)
H (-1.297, 3.289, -0.288)
O (3.549, 3.011, -1.027)
H (3.558, 2.111, -1.386)
H (2.658, 3.217, -1.345)

natural (NBO) atomic charge list, values in e, 8 entries:
1. O -0.96
2. H 0.49
3. H 0.47
4. O -0.98
5. H 0.49
6. H 0.51
7. O -0.97
8. H 0.50

=====

The following is a quantum chemistry calculation of a structure of composition C2H2N2O2, from the Open Molecules 2025 dataset.

As for the spin multiplicity: 1. The value obtained for the highest occupied orbital energy is -0.3979 hartree. The calculation puts the LUMO energy at 0.023 hartree. As for the HOMO-LUMO gap: 11.44 eV. The energy above the lowest of the compared OMol25 structures with the same formula, charge and spin is 287.4 kJ/mol.

CARTESIAN COORDINATES (ANGSTROEM)
C (-0.045, 0.497, -0.360)
C (0.075, -1.073, 0.706)
H (-1.046, 1.795, -0.573)
H (-0.015, -1.474, 1.744)
N (-0.774, 0.076, 0.609)
N (1.030, -1.340, -0.094)
O (-0.158, 1.679, -1.003)
O (0.933, -0.160, -1.030)

Need the natural (NBO) charges? In units of e they are:
1. C 0.74
2. C 0.14
3. H 0.49
4. H 0.22
5. N -0.53
6. N -0.14
7. O -0.61
8. O -0.31

=====

The following is a quantum chemistry calculation of a structure of composition C24H23F12N2O7SeTc, from the Open Molecules 2025 dataset.

As for the spin multiplicity: 1. The value obtained for the highest occupied orbital energy (spin up / spin down) is -0.3438 / -0.3427 hartree. The calculation puts the LUMO energy (spin up / spin down) at -0.081 / -0.089 hartree. As for the HOMO-LUMO gap (spin up / spin down): 7.16 / 6.91 eV. The energy above the lowest of the compared OMol25 structures with the same formula, charge and spin is 21.9 kJ/mol.

CARTESIAN COORDINATES (ANGSTROEM)
Tc (0.003, -0.521, 0.943)
C (3.766, 2.474, -4.232)
C (2.820, 1.731, -3.327)
C (1.528, 1.324, -3.828)
C (0.639, 0.655, -3.084)
C (0.934, 0.157, -1.730)
N (-0.212, -0.086, -0.863)
C (-1.493, -0.412, -1.376)
C (-1.632, -1.248, -2.480)
C (-2.878, -1.653, -2.917)
C (-4.027, -1.229, -2.267)
C (-5.388, -1.671, -2.726)
C (-3.885, -0.416, -1.149)
C (-2.644, -0.024, -0.665)
C (-2.534, 0.846, 0.587)
O (-1.455, 0.488, 1.431)
C (-3.727, 0.658, 1.582)
F (-3.852, -0.638, 1.871)
F (-4.905, 1.092, 1.118)
F (-3.487, 1.320, 2.710)
C (-2.419, 2.338, 0.166)
F (-1.543, 2.476, -0.834)
F (-2.028, 3.108, 1.175)
F (-3.593, 2.792, -0.283)
C (2.294, 0.697, -1.127)
C (3.127, 1.497, -2.044)
C (2.419, 1.098, 0.359)
O (1.645, 0.332, 1.226)
C (3.892, 0.906, 0.853)
F (3.949, 0.715, 2.165)
F (4.663, 1.965, 0.567)
F (4.453, -0.156, 0.261)
C (1.993, 2.566, 0.606)
F (0.684, 2.682, 0.368)
F (2.215, 2.905, 1.877)
F (2.618, 3.454, -0.170)
H (3.268, 2.803, -5.144)
H (4.602, 1.835, -4.525)
H (4.181, 3.352, -3.736)
H (1.234, 1.658, -4.817)
H (-0.367, 0.535, -3.458)
H (-0.749, -1.603, -2.988)
H (-2.952, -2.313, -3.772)
H (-5.465, -1.637, -3.813)
H (-6.171, -1.042, -2.306)
H (-5.582, -2.700, -2.415)
H (-4.785, -0.100, -0.645)
H (4.032, 1.932, -1.639)
O (0.228, -1.194, 2.797)
H (-0.677, -2.444, 3.015)
H (1.132, -1.129, 3.128)
O (-1.223, -3.255, 2.720)
Se (-0.468, -3.795, 1.295)
O (-1.523, -4.627, 0.456)
O (-0.278, -2.300, 0.385)
O (1.003, -4.328, 1.576)
C (3.897, -1.297, -2.966)
C (2.729, -1.768, -2.104)
C (1.695, -2.487, -2.962)
C (3.237, -2.747, -1.043)
N (2.022, -0.688, -1.358)
H (4.427, -2.177, -3.332)
H (4.604, -0.699, -2.389)
H (3.567, -0.716, -3.827)
H (2.167, -3.341, -3.447)
H (1.295, -1.837, -3.743)
H (0.882, -2.865, -2.338)
H (3.689, -3.613, -1.530)
H (2.417, -3.096, -0.414)
H (3.989, -2.288, -0.405)

natural (NBO) atomic charge list, values in e, 8 entries:
1. Tc 1.67
2. C -0.64
3. C 0.00
4. C -0.20
5. C -0.23
6. C 0.30
7. N -0.39
8. C 0.19

=====

The following is a quantum chemistry calculation of an isolated molecule of C2H2F2INO2, from the Open Molecules 2025 dataset.

As for the spin multiplicity: 1. The value obtained for the highest occupied orbital energy is -0.3729 hartree. The calculation puts the LUMO energy at 0.005 hartree. As for the HOMO-LUMO gap: 10.29 eV. The energy above the lowest of the compared OMol25 structures with the same formula, charge and spin is 270.7 kJ/mol.

CARTESIAN COORDINATES (ANGSTROEM)
C (0.425, -0.015, 0.110)
C (0.357, 1.641, -0.033)
N (-0.757, -2.110, -0.139)
O (1.470, -0.475, 0.457)
O (-0.707, -0.591, -0.125)
F (1.060, 2.186, 0.919)
F (-0.957, 1.997, 0.131)
I (1.232, 2.149, -1.894)
H (-1.810, -2.186, -0.146)
H (-0.313, -2.596, 0.720)

natural (NBO) atomic charge list, values in e, 8 entries:
1. C 0.72
2. C 0.51
3. N -0.51
4. O -0.57
5. O -0.37
6. F -0.30
7. F -0.34
8. I 0.12

=====

The following is a quantum chemistry calculation of an isolated molecule of C3H4Br2O, from the Open Molecules 2025 dataset.

As for the spin multiplicity: 3. The value obtained for the highest occupied orbital energy (spin up / spin down) is -0.1847 / -0.3838 hartree. The calculation puts the LUMO energy (spin up / spin down) at 0.029 / -0.152 hartree. As for the HOMO-LUMO gap (spin up / spin down): 5.82 / 6.30 eV. The energy above the lowest of the compared OMol25 structures with the same formula, charge and spin is 286.3 kJ/mol.

CARTESIAN COORDINATES (ANGSTROEM)
C (-0.605, -1.861, 0.156)
C (0.390, -0.780, 0.212)
C (-0.001, 0.700, 0.131)
O (-0.043, -1.483, 1.329)
Br (-2.408, -1.372, -0.090)
Br (2.162, -1.328, -0.428)
H (-0.365, -2.897, -0.158)
H (0.723, 1.447, -0.183)
H (-0.267, 0.982, 1.149)
H (-0.916, 0.675, -0.582)

natural (NBO) atomic charge list, values in e, 8 entries:
1. C -0.02
2. C -0.05
3. C -0.68
4. O -0.48
5. Br 0.05
6. Br 0.27
7. H 0.21
8. H 0.23